1.
C5H8O | the ωB97M-V functional and the def2-TZVPD basis

XYZ file:
```
14
C5H8O the ωB97M-V functional and the def2-TZVPD basis
C -1.921 -1.652 -0.100
C 2.012 1.596 -0.364
C 0.994 0.976 0.375
O 0.724 1.186 1.720
C 0.323 -0.326 -0.198
C -1.019 -0.427 -0.514
H -2.741 -1.666 -0.746
H -2.504 -1.412 0.838
H -1.590 -2.751 0.042
H 2.412 2.578 0.060
H 2.257 1.339 -1.410
H 1.638 1.311 2.041
H 1.003 -1.077 -0.630
H -1.588 0.326 -1.113
```

The SMILES is C=C(O)/C=C/C. The net charge is 0. As for the HOMO energy: -8.2 eV.

Partial charges, Löwdin, in e:
1. C -0.115
2. C 0.029
3. C -0.375
4. O 0.006
5. C -0.070
6. C -0.124
7. H 0.013
8. H 0.084
9. H 0.098
10. H 0.071
11. H 0.056
12. H 0.109
13. H 0.109
14. H 0.109

***

2.
C2H3NO2S | the ωB97M-V functional and the def2-TZVPD basis

XYZ file:
```
9
C2H3NO2S the ωB97M-V functional and the def2-TZVPD basis
C 0.768 0.694 0.035
C 2.052 0.377 0.298
N -0.401 0.072 0.536
O 2.436 -0.912 1.009
O 4.485 0.028 -0.484
S 3.155 -0.624 -0.586
H 0.913 1.211 -0.819
H -1.186 -0.379 0.959
H -1.028 0.863 0.069
```

The net charge is 0. As for the HOMO energy: -9.0 eV.

Partial charges, Löwdin, in e:
1. C -0.211
2. C -0.407
3. N 0.091
4. O -0.310
5. O -0.493
6. S 1.021
7. H 0.077
8. H 0.099
9. H 0.132

***

3.
C4H4LiO2Pd | the ωB97M-V functional and the def2-TZVPD basis

XYZ file:
```
12
C4H4LiO2Pd the ωB97M-V functional and the def2-TZVPD basis
O 1.477 -1.141 -1.234
C 0.966 -0.808 -0.107
C 0.229 -1.573 0.748
H 1.654 -0.388 -1.822
H 0.194 -1.246 1.793
H 0.126 -2.645 0.525
C 0.584 1.880 -0.196
C -0.592 1.513 -0.165
O -1.634 0.819 0.135
Pd -1.413 -0.739 0.195
H 1.464 2.372 -0.570
Li -3.056 1.955 0.698
```

The spin multiplicity is 4. The net charge is +2. As for the HOMO energy (spin up / spin down): -17.2 / -18.5 eV.

Partial charges, Löwdin, in e:
1. O 0.194
2. C -0.136
3. C -0.167
4. H 0.172
5. H 0.109
6. H 0.129
7. C 0.226
8. C -0.275
9. O -0.427
10. Pd 1.169
11. H 0.101
12. Li 0.905

***

4.
C36H40N8 | the ωB97M-V functional and the def2-TZVPD basis

XYZ file:
```
84
C36H40N8 the ωB97M-V functional and the def2-TZVPD basis
N 2.867 0.789 2.986
C 1.711 1.389 2.597
C 1.743 1.624 1.249
C 2.977 1.127 0.778
C 3.567 0.490 1.853
H 3.035 0.449 3.922
H 0.947 1.632 3.320
H 1.075 2.194 0.619
H 3.327 1.045 -0.240
H 4.407 -0.183 1.938
N -3.287 0.238 2.904
C -3.676 -0.967 2.382
C -2.920 -1.370 1.303
C -2.094 -0.267 1.109
C -2.348 0.738 2.039
H -3.559 0.676 3.772
H -4.370 -1.519 3.000
H -2.969 -2.272 0.711
H -1.304 -0.192 0.376
H -1.949 1.730 2.189
N 1.653 -1.021 1.837
C 1.139 -1.646 0.688
C -0.223 -1.866 0.984
C -0.450 -1.384 2.259
C 0.724 -1.028 2.842
H 2.567 -0.609 1.959
H 1.804 -1.881 -0.130
H -0.879 -2.356 0.279
H -1.416 -1.382 2.742
H 0.901 -0.576 3.807
N -0.578 0.653 3.163
C -0.627 1.955 2.795
C -0.504 2.656 3.999
C -0.494 1.731 5.035
C -0.458 0.478 4.494
H -0.571 -0.127 2.521
H -0.665 2.269 1.762
H -0.549 3.728 4.124
H -0.483 1.962 6.090
H -0.496 -0.524 4.894
N -1.166 -3.501 -1.592
C -0.678 -2.217 -1.579
C -1.592 -1.160 -1.602
C -2.944 -1.446 -1.912
C -3.375 -2.766 -2.064
C -2.468 -3.730 -1.843
H 0.314 -2.079 -1.176
H -1.231 -0.168 -1.370
H -3.643 -0.643 -2.094
H -4.414 -2.985 -2.263
H -2.851 -4.737 -1.763
N -2.834 0.330 -4.621
C -1.887 1.296 -5.004
C -0.501 1.193 -4.919
C -0.038 0.063 -4.167
C -0.911 -0.914 -3.805
C -2.270 -0.774 -4.041
H -2.286 2.215 -5.408
H 0.149 1.941 -5.349
H 0.999 -0.062 -3.892
H -0.748 -1.842 -3.278
H -2.971 -1.585 -3.905
N 2.481 -0.892 -1.344
C 3.757 -1.291 -0.960
C 4.887 -0.489 -1.154
C 4.693 0.776 -1.690
C 3.461 1.180 -2.098
C 2.406 0.259 -1.982
H 3.859 -2.258 -0.490
H 5.876 -0.770 -0.820
H 5.480 1.514 -1.744
H 3.351 2.222 -2.359
H 1.440 0.582 -2.341
N 0.140 0.375 -2.162
C 0.503 -0.007 -0.918
C 0.156 0.764 0.193
C -0.413 1.991 0.006
C -0.707 2.390 -1.337
C -0.375 1.571 -2.408
H 0.979 -0.971 -0.822
H 0.400 0.559 1.225
H -0.691 2.612 0.844
H -1.261 3.301 -1.509
H -0.651 1.771 -3.433
```

The net charge is 0. As for the HOMO energy: -6.8 eV.

Partial charges, Löwdin, in e:
1. N 0.052
2. C -0.116
3. C -0.098
4. C -0.025
5. C -0.173
6. H 0.171
7. H 0.072
8. H 0.093
9. H 0.045
10. H 0.134
11. N 0.081
12. C -0.127
13. C -0.078
14. C -0.174
15. C -0.120
16. H 0.159
17. H 0.105
18. H 0.114
19. H 0.061
20. H 0.082
21. N 0.075
22. C -0.085
23. C -0.055
24. C -0.183
25. C -0.092
26. H 0.033
27. H 0.082
28. H 0.086
29. H 0.129
30. H 0.104
31. N -0.145
32. C -0.253
33. C -0.063
34. C -0.070
35. C -0.123
36. H -0.038
37. H 0.048
38. H 0.109
39. H 0.100
40. H 0.143
41. N 0.092
42. C -0.176
43. C -0.127
44. C -0.078
45. C -0.095
46. C -0.159
47. H 0.089
48. H 0.088
49. H 0.131
50. H 0.116
51. H 0.104
52. N 0.091
53. C -0.151
54. C -0.108
55. C -0.106
56. C -0.081
57. C -0.164
58. H 0.095
59. H 0.119
60. H 0.122
61. H 0.100
62. H 0.101
63. N 0.013
64. C -0.049
65. C -0.049
66. C -0.101
67. C -0.049
68. C -0.131
69. H 0.123
70. H 0.109
71. H 0.119
72. H 0.126
73. H 0.024
74. N -0.113
75. C -0.218
76. C -0.149
77. C -0.068
78. C 0.072
79. C -0.095
80. H 0.017
81. H 0.100
82. H 0.093
83. H 0.110
84. H 0.055

***

5.
C3H4F2 | the ωB97M-V functional and the def2-TZVPD basis

XYZ file:
```
9
C3H4F2 the ωB97M-V functional and the def2-TZVPD basis
C -0.496 -0.361 -0.166
C -1.666 -0.014 0.261
C 2.273 0.182 0.396
F -2.771 -0.206 -0.534
F 2.539 -0.445 -0.703
H -0.204 -0.855 -1.025
H 0.239 -0.098 0.500
H 1.955 1.292 0.095
H -1.868 0.506 1.177
```

The spin multiplicity is 3. The net charge is 0. As for the HOMO energy (spin up / spin down): -8.6 / -10.2 eV.

Partial charges, Löwdin, in e:
1. C 0.013
2. C -0.180
3. C -0.013
4. F -0.025
5. F -0.034
6. H 0.059
7. H -0.034
8. H 0.106
9. H 0.107

***

6.
C32H33N4O2OsSe | the ωB97M-V functional and the def2-TZVPD basis

XYZ file:
```
73
C32H33N4O2OsSe the ωB97M-V functional and the def2-TZVPD basis
Os -0.187 0.325 -0.256
O 3.621 -0.692 -1.350
C 2.431 -0.361 -1.289
N 1.752 -0.065 -0.176
C 2.358 -0.199 1.118
C 1.359 0.186 2.176
C 1.744 0.397 3.486
C 0.797 0.704 4.454
C -0.529 0.823 4.047
C -0.843 0.634 2.724
N 0.065 0.313 1.783
C 1.559 -0.193 -2.484
C 2.063 -0.269 -3.775
C 1.238 -0.024 -4.855
C -0.079 0.377 -4.596
C -0.514 0.446 -3.296
N 0.246 0.113 -2.240
H 3.262 0.427 1.187
H 2.671 -1.245 1.280
H 2.789 0.313 3.742
H 1.081 0.849 5.484
H -1.309 1.063 4.752
H -1.860 0.766 2.375
H 3.105 -0.526 -3.893
H 1.601 -0.102 -5.869
H -0.750 0.642 -5.400
H -1.502 0.819 -3.063
C -2.399 -0.080 -0.383
C -2.660 -1.364 -1.014
C -2.966 -1.474 -2.383
C -3.179 -2.691 -2.980
C -3.121 -3.864 -2.216
C -2.867 -3.775 -0.840
C -2.655 -2.551 -0.261
C -3.360 -5.111 -2.808
N -3.576 -6.132 -3.294
H -2.768 -0.081 0.650
H -2.883 0.731 -0.937
H -3.051 -0.575 -2.974
H -3.400 -2.747 -4.037
H -2.844 -4.679 -0.250
H -2.472 -2.479 0.798
Se -0.608 2.638 -0.328
C 2.631 -3.988 -2.113
C 1.264 -3.444 -1.688
C 0.338 -3.308 -2.898
C 0.649 -4.295 -0.613
C 0.549 -5.655 -0.784
C 0.084 -6.473 0.234
C -0.217 -5.906 1.464
C -0.141 -4.548 1.696
C -0.451 -4.089 3.106
C 0.387 -2.903 3.572
C -1.943 -3.773 3.262
C 0.205 -3.653 0.610
O 0.126 -2.397 0.703
H 3.190 -3.224 -2.647
H 2.519 -4.853 -2.762
H 3.216 -4.284 -1.245
H 1.410 -2.454 -1.254
H 0.064 -4.291 -3.279
H 0.833 -2.751 -3.692
H -0.570 -2.776 -2.620
H 0.845 -6.103 -1.724
H -0.001 -7.540 0.083
H -0.532 -6.553 2.274
H -0.225 -4.937 3.768
H 0.245 -2.068 2.897
H 1.444 -3.160 3.590
H 0.092 -2.599 4.575
H -2.185 -2.822 2.792
H -2.198 -3.709 4.319
H -2.547 -4.554 2.802
```

The spin multiplicity is 5. The net charge is -1. As for the HOMO energy (spin up / spin down): -1.9 / -4.5 eV.

Partial charges, Löwdin, in e:
1. Os 1.008
2. O -0.005
3. C -0.548
4. N -0.164
5. C -0.156
6. C -0.259
7. C -0.032
8. C -0.071
9. C -0.069
10. C -0.139
11. N -0.120
12. C -0.228
13. C -0.039
14. C -0.108
15. C -0.088
16. C -0.179
17. N -0.128
18. H 0.136
19. H 0.134
20. H 0.115
21. H 0.099
22. H 0.100
23. H 0.097
24. H 0.112
25. H 0.087
26. H 0.092
27. H 0.084
28. C -0.309
29. C -0.310
30. C -0.060
31. C -0.044
32. C -0.272
33. C -0.033
34. C -0.055
35. C -0.229
36. N 0.125
37. H 0.027
38. H 0.019
39. H 0.097
40. H 0.117
41. H 0.113
42. H 0.084
43. Se -0.001
44. C -0.048
45. C -0.351
46. C -0.023
47. C -0.087
48. C -0.029
49. C -0.043
50. C -0.045
51. C -0.099
52. C -0.361
53. C -0.061
54. C -0.051
55. C -0.273
56. O 0.020
57. H 0.074
58. H 0.071
59. H 0.084
60. H 0.098
61. H 0.082
62. H 0.076
63. H 0.063
64. H 0.118
65. H 0.107
66. H 0.114
67. H 0.129
68. H 0.045
69. H 0.088
70. H 0.081
71. H 0.067
72. H 0.077
73. H 0.079